Below is 15 unconnected molecules or ions with the total composition C36H109N7O15 in a non-equilibrium geometry, with properties calculated with wB97M-V/def2-TZVPD.

Geometry as ORCA input:
```
! RIJCOSX wB97M-V def2-TZVPD def2/J DEFGRID3
* xyz 0 1
O -1.718 -1.378 3.328
H -1.047 -0.798 2.969
H -1.227 -2.113 3.696
O -1.194 -3.001 -2.699
H -1.418 -2.082 -2.550
H -2.023 -3.469 -2.599
O -6.086 1.548 -1.812
H -7.019 1.393 -1.964
H -5.862 0.970 -1.083
O 1.381 -4.374 -2.603
H 0.671 -5.013 -2.549
H 0.946 -3.549 -2.817
C -1.294 2.375 1.993
C -0.336 1.720 3.018
O 0.297 0.543 2.576
H -1.950 3.183 2.317
H -1.945 1.614 1.562
H -0.754 2.767 1.131
H -0.790 1.433 3.966
H 0.526 2.332 3.287
H 0.754 0.629 1.736
C -1.639 -0.183 -5.305
C -0.361 0.042 -4.566
O 0.722 0.458 -5.319
H -1.591 -0.929 -6.098
H -1.984 0.708 -5.830
H -2.403 -0.550 -4.621
H -0.031 -0.809 -3.971
H -0.684 0.786 -3.838
H 1.052 -0.290 -5.821
C -4.814 2.034 -6.313
C -5.049 0.872 -5.338
O -5.368 -0.232 -6.126
H -5.603 2.179 -7.051
H -3.872 1.876 -6.839
H -4.734 2.990 -5.796
H -5.899 1.124 -4.703
H -4.207 0.665 -4.677
H -6.291 -0.166 -6.379
C 4.219 1.500 -1.333
C 4.509 2.325 -0.084
O 5.893 2.486 -0.128
H 3.205 1.571 -1.727
H 4.531 0.472 -1.148
H 4.898 1.851 -2.109
H 4.167 1.827 0.823
H 4.083 3.325 -0.166
H 6.158 2.556 -1.048
C 1.361 5.833 -2.426
C 1.600 4.824 -1.300
C 1.074 5.391 0.086
O 1.764 6.612 0.435
C 2.233 6.756 1.754
N 0.956 3.600 -1.686
H 0.290 5.997 -2.546
H 1.740 5.468 -3.381
H 1.906 6.736 -2.150
H 2.672 4.668 -1.175
H 1.217 4.629 0.852
H 0.028 5.693 0.035
H 1.409 6.782 2.467
H 2.899 7.618 1.727
H 2.961 5.984 2.005
H -0.047 3.720 -1.703
H 1.166 3.294 -2.625
C 4.659 -4.652 4.707
C 3.876 -3.848 3.724
C 4.688 -3.643 2.387
O 3.879 -3.065 1.368
C 4.671 -2.774 0.155
N 2.583 -4.464 3.377
H 4.921 -5.682 4.464
H 4.093 -4.788 5.629
H 5.564 -4.088 4.932
H 3.622 -2.882 4.159
H 4.948 -4.638 2.027
H 5.663 -3.207 2.603
H 5.022 -3.698 -0.304
H 5.567 -2.155 0.204
H 4.061 -2.156 -0.503
H 2.378 -4.139 2.443
H 2.743 -5.434 3.145
C -3.942 6.146 -1.828
C -4.212 4.691 -2.085
C -3.173 3.838 -1.387
O -1.799 4.021 -1.945
C -1.635 3.526 -3.280
N -5.598 4.495 -1.596
H -4.617 6.685 -2.492
H -2.900 6.353 -2.071
H -4.067 6.565 -0.829
H -4.262 4.579 -3.169
H -3.395 2.780 -1.247
H -3.074 4.298 -0.404
H -1.829 2.454 -3.263
H -0.657 3.836 -3.648
H -2.339 3.961 -3.989
H -5.657 4.892 -0.669
H -5.823 3.519 -1.469
C 3.960 0.483 3.512
C 5.288 -0.197 3.693
C 6.366 -0.009 2.526
O 7.553 -0.839 2.819
C 8.622 -0.735 1.895
N 5.810 0.265 4.975
H 3.227 0.357 4.309
H 3.431 0.237 2.592
H 4.101 1.563 3.568
H 5.210 -1.281 3.778
H 6.661 1.031 2.389
H 5.850 -0.337 1.624
H 8.241 -0.514 0.898
H 9.311 -1.580 1.887
H 9.253 0.091 2.222
H 6.677 -0.246 5.061
H 6.179 1.156 4.675
C 0.786 -1.503 -0.176
C 0.615 -0.093 -0.847
C -0.880 0.360 -0.953
O -1.631 -0.511 -1.777
C -3.011 -0.090 -1.928
N 1.326 0.902 -0.028
H 0.526 -2.265 -0.911
H 0.297 -1.581 0.795
H 1.846 -1.710 -0.026
H 1.003 0.000 -1.862
H -0.940 1.437 -1.111
H -1.243 0.036 0.022
H -3.506 -0.067 -0.957
H -3.474 -0.723 -2.684
H -2.942 0.931 -2.303
H 1.209 1.751 -0.561
H 2.333 0.828 0.004
C -8.085 -0.402 2.582
C -7.050 -1.236 3.388
C -5.636 -1.463 2.781
O -5.693 -2.138 1.502
C -4.374 -2.483 1.101
N -6.882 -0.634 4.705
H -9.089 -0.414 3.006
H -8.169 -0.725 1.544
H -7.721 0.625 2.603
H -7.542 -2.182 3.613
H -5.087 -2.092 3.482
H -5.072 -0.540 2.644
H -4.380 -2.737 0.041
H -3.936 -3.345 1.603
H -3.653 -1.669 1.180
H -6.060 -1.034 5.134
H -6.765 0.362 4.586
C 2.488 -6.600 -0.073
C 1.286 -6.290 0.742
C -0.101 -6.151 0.033
O -1.189 -5.998 0.845
C -1.315 -4.754 1.503
N 1.118 -7.278 1.795
H 2.756 -5.738 -0.683
H 2.295 -7.454 -0.723
H 3.316 -6.768 0.616
H 1.585 -5.375 1.255
H -0.219 -7.051 -0.571
H -0.065 -5.327 -0.681
H -0.456 -4.465 2.109
H -2.227 -4.740 2.099
H -1.440 -4.013 0.714
H 1.051 -8.112 1.230
H 0.250 -7.077 2.270
*
```

Highest occupied orbital energy in eV: -8.941
Energy relative to the best compared isomer or geometry (same formula, charge and spin) in eV: 0.0000
Electronic energy in hartree: -2948.6221
Maximum force in eV/Å: 3.14

Here are the Löwdin charges for atoms 1 to 4, given in e: -0.0577 -0.0228 0.0322 -0.0444